(1)
Molecular formula: C37H40AsN4O5OsSe
Method: DFT, ωB97M-V/def2-TZVPD

Geometry as XYZ:
```
89
C37H40AsN4O5OsSe, DFT ωB97M-V/def2-TZVPD
Os 0.850 0.002 -0.500
C 4.625 1.895 -1.145
C 3.978 0.647 -0.704
C 4.759 -0.606 -0.638
O 2.762 0.706 -0.394
H 5.709 1.838 -1.102
H 4.251 2.754 -0.587
H 4.324 2.035 -2.195
H 5.501 -0.636 -1.438
H 4.131 -1.491 -0.659
H 5.318 -0.577 0.308
O -0.906 -0.457 -0.866
As -1.914 -1.283 -2.087
C -3.609 -0.537 -1.838
C -4.744 -1.341 -1.876
C -5.981 -0.748 -1.677
C -6.075 0.621 -1.464
C -4.933 1.418 -1.448
C -3.690 0.844 -1.647
C -1.839 -3.108 -1.665
C -2.670 -3.579 -0.645
C -2.640 -4.928 -0.323
C -1.783 -5.786 -1.006
C -0.931 -5.301 -1.992
C -0.947 -3.955 -2.323
C -1.164 -0.850 -3.752
C -0.643 0.436 -3.915
C -0.075 0.780 -5.132
C -0.061 -0.141 -6.176
C -0.617 -1.406 -6.014
C -1.168 -1.776 -4.798
H -4.678 -2.402 -2.075
H -6.876 -1.357 -1.698
H -7.047 1.076 -1.327
H -5.017 2.485 -1.288
H -2.797 1.459 -1.650
H -3.332 -2.909 -0.115
H -3.296 -5.313 0.448
H -1.784 -6.845 -0.771
H -0.260 -5.974 -2.512
H -0.281 -3.579 -3.087
H -0.678 1.157 -3.108
H 0.356 1.765 -5.266
H 0.375 0.134 -7.128
H -0.627 -2.107 -6.839
H -1.608 -2.756 -4.683
C 2.847 3.671 2.114
C 1.378 3.941 2.439
C 0.433 3.707 1.252
C -1.023 4.095 1.648
C -2.069 3.931 0.546
C 0.850 4.627 0.087
O 0.987 5.800 0.235
N 1.093 4.050 -1.202
C 0.959 2.737 -1.487
O 1.319 2.154 -2.500
N 0.386 1.966 -0.479
C 0.446 2.280 0.843
O 0.524 1.258 1.559
H 3.464 3.822 2.999
H 3.217 4.360 1.348
H 3.002 2.639 1.776
H 1.254 4.976 2.752
H 1.049 3.305 3.261
H -0.973 5.137 1.960
H -1.296 3.500 2.521
H -1.848 4.558 -0.322
H -3.044 4.237 0.923
H -2.156 2.889 0.217
H 1.448 4.670 -1.919
C -0.776 -1.405 2.787
N 0.618 -1.794 3.055
C 1.555 -2.102 2.166
Se 1.347 -2.255 0.284
N 2.670 -2.436 2.810
C 2.466 -2.344 4.190
C 3.301 -2.600 5.274
C 2.743 -2.428 6.518
C 1.406 -2.014 6.681
C 0.588 -1.755 5.604
C 1.159 -1.933 4.346
H -0.862 -0.984 1.794
H -1.071 -0.654 3.513
H -1.424 -2.273 2.875
H 3.519 -2.745 2.362
H 4.327 -2.925 5.150
H 3.343 -2.621 7.397
H 1.011 -1.900 7.683
H -0.441 -1.445 5.739
```

## Properties
**2S+1**: 5
**HOMO energy (alpha / beta)**: -16.50 / -16.52 eV
**Energy relative to the best compared isomer or geometry (same formula, charge and spin)**: 52.70 kJ/mol
**Strongest force on any atom**: 0.016 hartree/bohr
**Charge**: +3
**Kohn-Sham gap (alpha / beta)**: 7.95 / 5.52 eV
**Energy**: -6756.13987 Ha
**⟨S²⟩**: 6.019
**LUMO level (alpha / beta)**: -8.541 / -10.994 eV

***

(2)
Molecular formula: C37H40BBrIN8O4PV
Method: DFT, ωB97M-V/def2-TZVPD

Geometry as XYZ:
```
94
C37H40BBrIN8O4PV, DFT ωB97M-V/def2-TZVPD
V -0.283 -0.338 -0.052
O -0.207 3.682 0.400
C -0.451 2.518 0.157
N -0.051 1.415 0.856
C 1.086 1.365 1.653
O 2.205 1.710 1.333
C 0.853 0.841 3.062
C 1.504 1.460 4.115
C 1.265 1.001 5.400
C 0.396 -0.064 5.583
C -0.207 -0.620 4.465
N 0.016 -0.177 3.226
C -1.398 2.108 -0.951
C -2.160 3.033 -1.632
C -3.028 2.598 -2.616
C -3.106 1.237 -2.866
C -2.326 0.370 -2.132
N -1.458 0.777 -1.185
H 2.185 2.277 3.913
H 1.755 1.464 6.248
H 0.191 -0.462 6.570
H -0.904 -1.450 4.552
H -2.049 4.076 -1.365
H -3.642 3.300 -3.168
H -3.775 0.842 -3.619
H -2.405 -0.698 -2.274
Br 0.037 2.465 -7.783
C -0.681 0.875 -7.066
C -1.393 0.050 -7.927
C -1.956 -1.126 -7.457
C -1.799 -1.484 -6.126
C -1.082 -0.664 -5.268
C -0.520 0.523 -5.730
I 0.512 1.716 -4.371
H -1.504 0.338 -8.964
H -2.522 -1.755 -8.133
H -2.239 -2.400 -5.748
H -0.960 -0.934 -4.227
N -0.136 -3.603 -2.746
C 0.918 -2.820 -3.170
C 0.899 -1.733 -2.361
N -0.146 -1.844 -1.449
C -0.744 -2.980 -1.714
H -0.400 -4.494 -3.128
H 1.569 -3.105 -3.980
H 1.561 -0.882 -2.357
H -1.598 -3.377 -1.183
C -7.465 -5.036 3.238
C -5.943 -4.980 3.364
C -5.375 -6.333 2.912
C -5.592 -4.753 4.844
C -5.330 -3.847 2.529
C -6.106 -2.902 1.862
C -5.539 -1.831 1.150
C -4.173 -1.742 1.126
O -3.369 -0.815 0.508
B -1.992 -1.170 0.763
O -2.067 -2.383 1.564
C -3.390 -2.684 1.765
C -3.930 -3.728 2.472
H -7.845 -5.889 3.808
H -7.778 -5.160 2.196
H -7.937 -4.132 3.636
H -5.828 -7.144 3.490
H -4.292 -6.387 3.051
H -5.590 -6.505 1.853
H -6.009 -5.554 5.465
H -6.000 -3.799 5.190
H -4.510 -4.730 4.996
H -7.186 -2.981 1.881
H -6.163 -1.102 0.645
H -3.275 -4.434 2.974
C 4.607 -3.170 1.484
N 3.916 -2.503 2.584
C 3.075 -3.476 3.284
N 2.132 -4.178 2.409
C 2.882 -4.793 1.317
N 3.697 -3.843 0.553
C 2.859 -2.884 -0.174
P 1.767 -1.838 0.931
C 3.132 -1.357 2.111
C 1.091 -3.277 1.903
H 5.280 -3.919 1.902
H 5.198 -2.434 0.935
H 2.515 -2.961 4.066
H 3.724 -4.219 3.747
H 2.185 -5.292 0.640
H 3.551 -5.542 1.743
H 2.230 -3.435 -0.867
H 3.498 -2.222 -0.762
H 2.703 -0.845 2.971
H 3.776 -0.639 1.608
H 0.410 -3.831 1.257
H 0.496 -2.891 2.731
```

## Properties
**2S+1**: 4
**HOMO energy (alpha / beta)**: -6.39 / -7.77 eV
**Energy relative to the best compared isomer or geometry (same formula, charge and spin)**: 67.36 kJ/mol
**Strongest force on any atom**: 0.046 hartree/bohr
**Kohn-Sham gap (alpha / beta)**: 6.35 / 7.72 eV
**Energy**: -6354.97096 Ha
**⟨S²⟩**: 3.770
**LUMO level (alpha / beta)**: -0.046 / -0.047 eV

***

(3)
Molecular formula: C37H40BrF7N2O23
Method: DFT, ωB97M-V/def2-TZVPD

Geometry as XYZ:
```
110
C37H40BrF7N2O23, DFT ωB97M-V/def2-TZVPD
O -4.973 -3.237 7.517
C -4.252 -2.836 6.671
O -3.335 -1.878 6.876
C -4.360 -3.284 5.228
C -5.586 -2.623 4.589
N -5.245 -1.952 3.306
C -5.402 -0.625 3.173
C -5.070 0.015 1.996
C -4.562 -0.723 0.935
C -4.156 -0.075 -0.335
C -3.176 0.907 -0.324
C -2.783 1.492 -1.517
N -3.342 1.108 -2.672
C -2.886 1.708 -3.939
C -2.101 0.735 -4.811
C -1.272 -0.324 -4.073
Br -1.741 -2.113 -4.655
C -4.303 0.168 -2.703
C -4.735 -0.441 -1.547
C -4.415 -2.099 1.091
C -4.767 -2.690 2.287
H -2.599 -2.037 6.268
H -4.412 -4.363 5.189
H -3.467 -2.959 4.701
H -6.355 -3.349 4.360
H -6.024 -1.881 5.243
H -5.782 -0.080 4.019
H -5.201 1.080 1.909
H -2.722 1.216 0.601
H -2.019 2.248 -1.555
H -3.762 2.043 -4.482
H -2.302 2.592 -3.731
H -2.781 0.228 -5.482
H -1.438 1.324 -5.425
H -1.408 -0.321 -3.001
H -0.219 -0.196 -4.256
H -4.705 -0.076 -3.671
H -5.508 -1.187 -1.600
H -4.017 -2.720 0.306
H -4.655 -3.746 2.459
C -0.271 -5.207 6.780
C 0.690 -4.231 7.432
O 0.693 -3.151 6.487
C -0.479 -3.160 5.842
O -0.898 -2.258 5.173
O -1.143 -4.312 6.051
F 1.930 -4.730 7.536
H 0.246 -5.857 6.075
H -0.836 -5.805 7.487
H 0.368 -3.851 8.397
C -2.522 -2.043 -8.792
C -3.712 -1.328 -9.398
O -3.678 -0.079 -8.716
C -2.393 0.168 -8.359
O -1.985 1.215 -7.975
O -1.649 -0.948 -8.477
F -4.879 -1.951 -9.124
H -2.800 -2.558 -7.871
H -2.035 -2.742 -9.466
H -3.647 -1.152 -10.472
C 1.670 -0.259 9.318
C 2.094 -1.412 10.205
O 3.493 -1.392 10.080
C 3.878 -0.108 9.788
O 4.981 0.299 9.849
O 2.788 0.618 9.422
F 1.625 -2.613 9.749
H 1.559 -0.589 8.282
H 0.760 0.235 9.647
H 1.817 -1.306 11.254
C 2.490 1.309 0.186
C 3.306 1.530 -1.065
O 2.301 1.541 -2.083
C 1.158 1.960 -1.520
O 0.177 2.303 -2.114
O 1.235 1.924 -0.176
F 4.159 0.509 -1.292
H 2.331 0.243 0.361
H 2.921 1.771 1.068
H 3.856 2.470 -1.093
C 6.704 0.535 2.600
C 7.139 1.633 3.553
O 6.426 2.757 3.049
C 5.316 2.313 2.430
O 4.396 2.993 2.106
O 5.387 0.977 2.226
F 8.460 1.873 3.492
H 7.344 0.511 1.718
H 6.664 -0.450 3.054
H 6.854 1.473 4.594
C 1.270 3.180 -6.287
C -0.007 3.567 -7.009
O 0.175 4.952 -7.211
C 1.518 5.201 -7.275
O 2.004 6.202 -7.665
O 2.202 4.124 -6.816
F -1.123 3.373 -6.251
H 1.173 3.335 -5.209
H 1.601 2.163 -6.477
H -0.161 3.077 -7.971
C 6.612 2.475 -5.433
C 6.282 2.445 -3.959
O 4.879 2.209 -3.960
C 4.577 1.538 -5.119
O 3.550 0.997 -5.371
O 5.620 1.589 -5.963
F 6.528 3.622 -3.342
H 6.470 3.473 -5.849
H 7.609 2.116 -5.667
H 6.775 1.646 -3.404
```

## Properties
**HOMO energy**: -13.96 eV
**Strongest force on any atom**: 0.020 hartree/bohr
**Charge**: +2
**Kohn-Sham gap**: 6.90 eV
**Energy**: -6546.63224 Ha
**LUMO level**: -7.053 eV